Below is one molecule with the formula C20H27N3O5, with properties calculated with wB97M-V/def2-TZVPD.

```
55
Properties=species:S:1:pos:R:3:forces:R:3:nbo_charge:R:1
C 4.7833 3.7269 3.7132 -0.232 -0.324 0.125 -0.63
C 4.3500 2.6505 4.6985 0.218 0.495 0.218 -0.07
O 3.4584 1.7160 4.0934 -0.067 -0.268 -0.183 -0.51
C 2.1631 2.0647 4.0396 -0.066 0.211 0.143 0.78
O 1.7321 3.0997 4.4882 0.070 -0.055 -0.041 -0.60
C 1.3291 1.0326 3.3838 -0.163 -0.129 -0.109 -0.22
C 1.8755 -0.1358 2.8566 -0.071 0.149 0.074 -0.09
C 1.0581 -1.0689 2.2576 -0.125 -0.032 -0.033 -0.30
C -0.3204 -0.8579 2.1736 0.155 0.299 0.145 0.26
N -1.0846 -1.8407 1.5440 0.315 -0.305 0.059 -0.63
C -2.4196 -1.8374 1.2468 -0.035 -0.422 -0.161 0.66
O -3.1949 -0.9713 1.5816 -0.169 0.189 0.057 -0.59
C -2.8353 -3.0086 0.3517 -0.166 0.059 -0.089 -0.30
N -2.6496 -2.7213 -1.0620 0.007 -0.098 0.100 -0.43
C -1.2599 -2.5720 -1.4565 0.101 -0.051 -0.357 -0.24
C -1.1750 -2.4697 -2.9813 0.401 -0.124 0.315 -0.21
N -1.9639 -1.3488 -3.4272 -0.319 -0.287 0.031 -0.43
C -1.5103 -0.1320 -3.7943 0.397 0.029 -0.195 0.66
O -2.2655 0.7842 -4.0634 -0.115 0.303 0.011 -0.63
C 0.0210 0.0334 -3.8924 -0.059 0.200 -0.334 0.01
C 0.3841 1.4927 -4.1621 -0.083 -0.156 0.039 -0.43
C 0.4361 2.0553 -2.7442 0.002 -0.200 0.052 -0.44
C 1.0097 0.8780 -1.9572 0.261 0.391 0.305 -0.07
O 0.6410 -0.3067 -2.6537 -0.110 -0.206 -0.114 -0.55
C -3.3548 -1.5018 -3.0491 -0.319 0.271 0.161 -0.23
C -3.4495 -1.5979 -1.5264 -0.116 -0.008 -0.309 -0.24
C -0.8692 0.3108 2.6989 -0.228 -0.024 -0.045 -0.29
C -0.0456 1.2426 3.2954 0.399 -0.011 0.045 -0.13
H 5.5067 4.3844 4.1866 0.096 0.091 0.029 0.22
H 3.9218 4.3141 3.4054 -0.020 0.075 -0.021 0.22
H 5.2351 3.2735 2.8340 0.080 -0.004 -0.070 0.21
H 3.8534 3.1074 5.5610 0.134 -0.136 -0.095 0.20
H 5.2026 2.0545 5.0317 -0.135 0.057 -0.012 0.19
H 2.9388 -0.3035 2.9200 0.071 -0.030 -0.005 0.22
H 1.4845 -1.9734 1.8455 0.047 -0.090 -0.043 0.21
H -0.5502 -2.6373 1.2241 -0.208 0.129 -0.004 0.40
H -3.8992 -3.1968 0.5142 0.126 0.028 0.126 0.23
H -2.2722 -3.9135 0.5964 -0.014 0.007 0.030 0.20
H -0.7051 -3.4544 -1.1255 0.043 -0.006 0.048 0.19
H -0.7875 -1.6683 -1.0386 -0.009 -0.104 -0.033 0.19
H -0.1355 -2.3618 -3.2795 -0.073 -0.069 -0.029 0.23
H -1.5956 -3.3764 -3.4294 0.089 0.032 0.023 0.20
H 0.4035 -0.6444 -4.6658 -0.040 0.074 0.096 0.20
H -0.3704 1.9758 -4.7772 0.064 -0.006 -0.028 0.25
H 1.3588 1.5573 -4.6461 0.021 -0.045 -0.015 0.21
H 1.0518 2.9470 -2.6575 -0.002 0.049 0.030 0.22
H -0.5747 2.2827 -2.4060 0.000 0.049 0.003 0.22
H 0.6250 0.8213 -0.9335 0.049 -0.001 -0.074 0.19
H 2.1058 0.9225 -1.9150 -0.113 0.010 0.029 0.17
H -3.9066 -0.6347 -3.4128 0.031 -0.152 0.026 0.25
H -3.7470 -2.4136 -3.5076 -0.020 0.033 0.020 0.20
H -4.4857 -1.7655 -1.2283 -0.001 0.063 0.029 0.21
H -3.1150 -0.6429 -1.0909 -0.057 -0.014 -0.005 0.18
H -1.9313 0.4770 2.6348 -0.001 -0.003 0.003 0.26
H -0.4553 2.1522 3.7071 -0.043 0.066 0.028 0.24
```
Forces are in eV/Å.

Summary:
- LUMO (eV) = 0.4
- Kohn-Sham gap (eV) = 9.2089
- DFT total energy (eV) = -35887.1014
- HOMO energy (hartree) = -0.322
- ΔE to the lowest compared entry with this formula, charge and spin (eV) = 2.259
- SMILES = CCOC(=O)c1ccc(NC(=O)CN2CCN(C(=O)[C@H]3CCCO3)CC2)cc1